a:
Molecular formula: C6H14N4
Method: DFT, the ωB97M-V functional and the def2-TZVPD basis

```
24
Properties=species:S:1:pos:R:3:mulliken_charge:R:1
C 0.440 -0.874 -0.523 0.3473
C 2.234 -1.794 -1.575 0.2189
C -0.160 -2.003 -1.204 -0.4803
C 1.044 -2.593 -2.000 -0.4673
C -0.328 2.611 1.975 -1.2946
C -0.029 1.780 0.708 -0.3155
N 1.683 -0.743 -0.682 0.0111
N 3.447 -1.750 -1.745 -0.4765
N -0.457 0.447 0.956 -0.3022
N -1.872 0.317 0.896 -0.1992
H -0.555 -2.727 -0.479 0.3609
H -0.997 -1.731 -1.854 0.3746
H 0.899 -2.490 -3.081 0.3183
H 1.188 -3.657 -1.802 0.3529
H -1.393 2.797 2.105 0.4348
H 0.071 2.121 2.859 0.3774
H 0.170 3.572 1.868 0.3884
H 1.051 1.769 0.572 0.3336
H -0.506 2.242 -0.166 0.3224
H 2.319 -0.067 -0.262 0.2814
H 4.009 -2.373 -2.305 0.3041
H -2.334 0.676 0.032 0.3900
H -2.229 0.893 1.692 0.3617
H -2.163 -0.659 1.082 0.3577
```

Calculated values
HOMO-LUMO gap (eV): 8.108
Highest occupied orbital energy (eV): -17.82
Lowest unoccupied orbital energy (eV): -9.710
Spin multiplicity: 1
Net charge: +2

b:
Molecular formula: C6H14N4
Method: DFT, the ωB97M-V functional and the def2-TZVPD basis

```
24
Properties=species:S:1:pos:R:3:mulliken_charge:R:1
C 1.628 -0.807 2.610 -0.9986
N 1.582 -0.159 1.289 -0.0047
C 1.887 1.028 1.035 0.3224
N 2.335 2.111 1.671 -0.4013
C 1.110 -1.026 0.184 -1.0709
C -0.412 -0.830 -0.083 -0.1910
C -0.780 -0.510 -1.476 -0.4565
C -1.951 0.182 -1.914 0.7232
N -2.861 0.631 -1.006 -0.3607
N -2.287 0.342 -3.189 -0.4530
H 2.430 -1.574 2.538 0.3683
H 1.970 -0.088 3.319 0.4212
H 0.773 -1.183 2.977 0.3601
H 1.720 2.885 1.321 0.3512
H 3.402 2.316 1.627 0.3618
H 1.371 -2.049 0.335 0.5454
H 1.689 -0.844 -0.665 0.5672
H -0.915 -1.709 0.053 0.4018
H -0.861 0.053 0.487 0.1845
H -0.367 -0.963 -2.387 0.2418
H -2.762 0.705 0.025 0.2185
H -3.634 1.266 -1.263 0.2646
H -1.850 -0.384 -3.823 0.2925
H -3.215 0.607 -3.666 0.3120
```

Calculated values
HOMO-LUMO gap (spin up / spin down) (eV): 8.783 / 7.315
Highest occupied orbital energy (spin up / spin down) (eV): -17.01 / -16.51
Lowest unoccupied orbital energy (spin up / spin down) (eV): -8.226 / -9.197
Spin multiplicity: 1
Net charge: +2

Here are the energies relative to the best structure, in hartree: a 0.0437; b 0.0000.

a:
Molecular formula: C5H14N4
Method: DFT, the ωB97M-V functional and the def2-TZVPD basis

```
23
Properties=species:S:1:pos:R:3:mulliken_charge:R:1
C 1.462 -1.022 1.342 -1.2920
C 0.177 -1.443 0.670 0.8503
N 0.097 -2.768 0.338 -0.5002
N -0.929 -0.765 0.575 -0.5746
C -0.873 0.647 0.665 -0.3111
N -2.196 1.141 0.805 -0.6791
N -0.276 1.216 -0.651 0.1031
C -0.643 0.581 -1.898 -0.7656
C 1.071 1.744 -0.637 -0.9181
H 2.266 -1.011 0.601 0.3107
H 1.410 -0.046 1.819 0.2964
H 1.719 -1.751 2.117 0.3929
H 0.955 -3.238 0.080 0.2322
H -0.694 -2.981 -0.258 0.2910
H -0.280 1.044 1.491 0.3148
H -2.721 0.866 -0.014 0.2720
H -2.573 0.856 1.701 0.2516
H -0.242 1.079 -2.791 0.3397
H -0.309 -0.461 -1.960 0.2371
H -1.730 0.583 -2.050 0.2093
H 1.827 0.964 -0.789 0.2997
H 1.285 2.286 0.290 0.2952
H 1.199 2.476 -1.446 0.3449
```

Calculated values
HOMO-LUMO gap (eV): 8.564
Highest occupied orbital energy (eV): -7.68
Lowest unoccupied orbital energy (eV): 0.880
Spin multiplicity: 1

b:
Molecular formula: C5H14N4
Method: DFT, the ωB97M-V functional and the def2-TZVPD basis

```
23
Properties=species:S:1:pos:R:3:mulliken_charge:R:1
H -2.099 -0.051 2.250 0.2437
N -1.125 0.009 1.945 -0.6575
C -1.054 0.039 0.656 0.1095
N -2.275 -0.064 -0.132 -0.0414
N -2.538 0.784 -1.219 -0.7166
C 0.314 0.114 -0.080 1.4741
C 0.509 1.436 -0.825 -1.7086
C 0.468 -1.081 -1.028 -1.7435
N 1.372 0.172 1.058 -0.4799
C 2.257 -0.969 1.207 -0.9057
H -3.101 -0.338 0.398 0.2940
H -1.985 0.532 -2.041 0.2888
H -2.316 1.757 -0.993 0.2859
H -0.040 1.460 -1.771 0.3450
H 1.565 1.589 -1.078 0.4172
H 0.172 2.289 -0.227 0.3073
H -0.249 -1.026 -1.855 0.3443
H 0.276 -2.031 -0.519 0.3705
H 1.469 -1.112 -1.470 0.4641
H 0.830 0.289 1.929 0.4050
H 2.935 -0.793 2.050 0.3407
H 2.900 -1.106 0.329 0.2779
H 1.714 -1.898 1.415 0.2853
```

Calculated values
HOMO-LUMO gap (eV): 9.306
Highest occupied orbital energy (eV): -8.47
Lowest unoccupied orbital energy (eV): 0.838
Spin multiplicity: 1

Here are the energies relative to the best structure, in hartree: a 0.0000; b 0.0247.

a:
Molecular formula: C9H8FN2O2
Method: DFT, the ωB97M-V functional and the def2-TZVPD basis

```
22
Properties=species:S:1:pos:R:3:mulliken_charge:R:1
C -2.779 -2.324 -1.160 -1.4492
C -1.796 -1.344 -0.544 0.7640
C -1.912 -0.015 -0.577 -0.9177
C -0.836 0.720 -0.112 -0.4113
C 0.322 0.198 0.328 1.0604
C 1.429 1.127 0.576 0.1090
C 1.541 2.447 0.191 0.4638
F 0.985 3.302 -0.619 -0.1570
N 2.864 2.985 0.669 0.0294
O 3.357 2.013 1.398 -0.1710
N 2.556 0.877 1.291 0.8031
O 2.993 -0.133 1.805 -0.5385
C 0.466 -1.225 0.468 -0.6891
C -0.620 -1.962 0.005 -0.5432
H -3.271 -2.921 -0.284 0.3016
H -3.470 -1.853 -1.804 0.3977
H -2.305 -3.064 -1.711 0.3979
H -2.723 0.561 -0.869 0.5189
H -1.068 1.813 -0.183 0.2002
H 3.366 3.738 0.388 0.2268
H 1.300 -1.904 0.780 0.2873
H -0.399 -3.033 -0.036 0.3171
```

Calculated values
HOMO-LUMO gap (spin up / spin down) (eV): 6.929 / 6.930
Highest occupied orbital energy (spin up / spin down) (eV): -12.83 / -12.83
Lowest unoccupied orbital energy (spin up / spin down) (eV): -5.902 / -5.899
Spin multiplicity: 1
Net charge: +1

b:
Molecular formula: C9H8FN2O2
Method: DFT, the ωB97M-V functional and the def2-TZVPD basis

```
22
Properties=species:S:1:pos:R:3:mulliken_charge:R:1
C 3.749 -0.036 0.187 -1.3046
C 2.272 -0.174 0.068 0.8012
C 1.599 1.095 0.074 -0.8273
C 0.242 1.202 -0.091 -1.0377
C -0.457 -0.049 -0.240 0.8070
C -1.967 -0.017 -0.136 -0.1258
C -2.776 1.102 -0.043 0.6648
F -2.425 2.342 -0.161 -0.1594
N -4.007 0.627 0.242 0.0931
O -4.009 -0.730 0.164 -0.2137
N -2.667 -1.100 -0.027 0.8449
O -2.410 -2.249 -0.102 -0.6289
C 0.163 -1.280 -0.283 -0.4059
C 1.550 -1.344 -0.133 -0.6418
H 4.273 0.105 -0.709 0.3015
H 4.054 0.758 0.837 0.4011
H 4.245 -0.931 0.747 0.3335
H 2.158 1.976 0.276 0.3914
H -0.334 2.060 -0.269 0.5549
H -4.884 1.143 0.387 0.2801
H -0.417 -2.141 -0.522 0.5378
H 2.048 -2.359 -0.264 0.3338
```

Calculated values
HOMO-LUMO gap (eV): 7.076
Highest occupied orbital energy (eV): -12.56
Lowest unoccupied orbital energy (eV): -5.486
Spin multiplicity: 1
Net charge: +1

Here are the energies relative to the best structure, in hartree: a 0.0348; b 0.0000.

a:
Molecular formula: CH3Cl3SSi
Method: DFT, the ωB97M-V functional and the def2-TZVPD basis

```
9
Properties=species:S:1:pos:R:3:mulliken_charge:R:1
S -1.993 0.256 0.410 -0.2116
C -0.457 0.750 -0.208 -0.1296
Cl 0.019 2.327 0.423 -0.1429
Si 0.845 -0.689 -0.387 0.6537
Cl 2.552 -0.041 -1.163 -0.1739
Cl 1.288 -1.579 1.416 -0.2436
H -1.688 -0.107 1.803 0.1538
H -0.601 0.764 -1.230 0.1933
H 0.034 -1.681 -1.064 -0.0992
```

Calculated values
HOMO-LUMO gap (eV): 10.072
Highest occupied orbital energy (eV): -9.58
Lowest unoccupied orbital energy (eV): 0.495
Spin multiplicity: 1

b:
Molecular formula: CH3Cl3SSi
Method: DFT, the ωB97M-V functional and the def2-TZVPD basis

```
9
Properties=species:S:1:pos:R:3:mulliken_charge:R:1
C 0.692 1.235 -0.294 -0.7737
Si 1.465 1.179 2.375 0.6936
S -0.939 0.284 -0.226 -0.1580
Cl -0.128 1.060 3.570 -0.1796
Cl 2.514 2.937 2.464 -0.2154
Cl 2.525 -0.431 2.857 -0.1897
H 0.552 2.318 -0.127 0.3203
H 1.444 0.848 -0.910 0.3631
H -0.458 -0.823 -0.945 0.1395
```

Calculated values
HOMO-LUMO gap (eV): 7.651
Highest occupied orbital energy (eV): -8.02
Lowest unoccupied orbital energy (eV): -0.370
Spin multiplicity: 1

Here are the energies relative to the best structure, in hartree: a 0.0000; b 0.0221.

a:
Molecular formula: C5H13N2S
Method: DFT, the ωB97M-V functional and the def2-TZVPD basis

```
21
Properties=species:S:1:pos:R:3:mulliken_charge:R:1
C -1.479 0.852 -0.085 -1.1867
N -0.189 0.536 0.390 -0.1725
C 0.913 1.601 0.074 -0.6023
C 2.222 0.870 0.182 -0.6276
S 2.044 -0.647 -0.801 -0.0238
C 0.291 -0.911 -0.181 0.4914
C 0.239 -1.901 0.972 -1.5628
N -0.597 -1.301 -1.314 -0.4910
H -1.585 0.604 -1.063 0.5329
H -2.206 0.267 0.479 0.3853
H -1.707 1.851 0.139 0.4118
H -0.257 0.460 1.457 0.4702
H 0.777 2.253 0.866 0.4089
H 0.743 1.998 -0.965 0.3410
H 3.155 1.372 -0.166 0.4233
H 2.482 0.801 1.179 0.3814
H 0.775 -2.796 0.679 0.4190
H -0.662 -2.298 1.382 0.4518
H 0.778 -1.639 1.826 0.5053
H -1.306 -2.017 -1.042 0.2351
H -0.364 -1.220 -2.271 0.2093
```

Calculated values
HOMO-LUMO gap (eV): 10.382
Highest occupied orbital energy (eV): -13.36
Lowest unoccupied orbital energy (eV): -2.975
Spin multiplicity: 1
Net charge: +1

b:
Molecular formula: C5H13N2S
Method: DFT, the ωB97M-V functional and the def2-TZVPD basis

```
21
Properties=species:S:1:pos:R:3:mulliken_charge:R:1
C 0.408 -0.157 -0.385 0.8383
C 2.099 -1.788 -1.022 -0.9992
C -1.136 1.583 0.172 -1.6066
C 0.818 1.061 1.579 -1.3430
C -2.404 -0.697 -1.131 -0.9083
N 1.613 -0.755 -0.234 -0.2645
N 0.025 0.779 0.404 0.0557
S -0.608 -0.822 -1.616 -0.1227
H 3.142 -1.739 -1.034 0.3509
H 2.055 -2.791 -0.667 0.3570
H 1.537 -1.756 -1.920 0.3386
H -1.818 1.509 0.923 0.4549
H -1.481 1.565 -0.770 0.6934
H -0.858 2.571 0.336 0.4672
H 1.460 1.863 1.436 0.3738
H 1.218 0.181 1.933 0.6033
H 0.163 1.275 2.477 0.3568
H -2.557 -1.431 -1.834 0.4238
H -2.662 0.279 -1.380 0.3103
H -2.344 -0.988 -0.116 0.3390
H 2.365 -0.432 0.374 0.2812
```

Calculated values
HOMO-LUMO gap (eV): 10.657
Highest occupied orbital energy (eV): -13.71
Lowest unoccupied orbital energy (eV): -3.055
Spin multiplicity: 1
Net charge: +1

Here are the energies relative to the best structure, in hartree: a 0.0000; b 0.0290.

a:
Molecular formula: C5H5FO
Method: DFT, the ωB97M-V functional and the def2-TZVPD basis

```
12
Properties=species:S:1:pos:R:3:mulliken_charge:R:1
C 2.797 -0.899 1.033 -0.6296
C 1.873 -0.183 0.516 0.3141
C 0.987 0.583 -0.036 -0.2264
F 1.301 1.876 -0.289 -0.2542
H 3.566 -1.399 0.498 0.2488
H 3.075 -1.028 2.141 0.2061
H 0.205 0.301 -0.627 0.3106
C -2.328 -0.132 1.313 -0.8844
C -2.326 -0.371 0.066 0.7670
O -2.364 -0.583 -1.089 -0.3953
H -3.217 -0.067 1.865 0.2980
H -1.349 -0.214 1.779 0.2453
```

Calculated values
HOMO-LUMO gap (eV): 10.381
Highest occupied orbital energy (eV): -9.59
Lowest unoccupied orbital energy (eV): 0.786
Spin multiplicity: 1

b:
Molecular formula: C5H5FO
Method: DFT, the ωB97M-V functional and the def2-TZVPD basis

```
12
Properties=species:S:1:pos:R:3:mulliken_charge:R:1
C 0.305 -1.294 0.075 -0.1980
C 1.352 -0.343 -0.440 -0.2781
C -2.191 1.348 0.007 0.1747
C -0.952 -1.196 0.299 0.0923
C 1.658 0.852 0.063 -0.5012
O -1.601 2.364 0.088 -0.2980
F -1.794 -2.260 0.618 -0.2220
H 0.756 -2.362 -0.009 0.1990
H 1.986 -0.858 -1.055 0.3190
H -3.168 0.818 -0.166 0.2884
H 2.609 1.400 -0.180 0.2251
H 1.041 1.531 0.703 0.1988
```

Calculated values
HOMO-LUMO gap (spin up / spin down) (eV): 9.294 / 7.555
Highest occupied orbital energy (spin up / spin down) (eV): -9.08 / -8.15
Lowest unoccupied orbital energy (spin up / spin down) (eV): 0.219 / -0.592
Spin multiplicity: 1

Here are the energies relative to the best structure, in hartree: a 0.0000; b 0.1045.